1.
{
  "formula": "C24H19F6N5O6PPdS5",
  "method": "ωB97M-V with the def2-TZVPD basis set",
  "elements": ["Pd", "N", "C", "C", "C", "C", "C", "C", "S", "O", "O", "N", "C", "N", "C", "C", "C", "N", "H", "H", "H", "H", "H", "H", "H", "H", "H", "S", "P", "S", "C", "C", "C", "C", "C", "C", "C", "C", "C", "C", "C", "C", "H", "H", "H", "H", "H", "H", "H", "H", "H", "H", "F", "C", "F", "F", "S", "O", "O", "N", "S", "O", "O", "C", "F", "F", "F"],
  "positions_angstrom": [[0.94164, 0.80673, -0.26573], [-1.86174, -1.54514, -7.54283], [-1.51391, -1.45736, -6.24026], [-0.34675, -0.76061, -5.86318], [0.00104, -0.66659, -4.54121], [-0.80355, -1.27828, -3.57306], [-1.96360, -1.96778, -3.91975], [-2.31259, -2.05656, -5.24341], [-0.30781, -1.09550, -1.92080], [1.13690, -0.89881, -1.92371], [-0.84588, -2.09624, -1.04842], [-0.78856, 0.39153, -1.43007], [-2.03295, 0.76412, -1.01079], [-3.10054, 0.12019, -1.47171], [-4.29001, 0.60351, -1.14983], [-4.45918, 1.73059, -0.36255], [-3.28627, 2.30046, 0.11775], [-2.09769, 1.83153, -0.20351], [-1.30512, -1.09257, -8.24426], [-2.71142, -1.99723, -7.82435], [0.26425, -0.30206, -6.63003], [0.89497, -0.14441, -4.22954], [-2.56882, -2.42185, -3.14676], [-3.20850, -2.58718, -5.53945], [-5.14061, 0.05394, -1.53716], [-5.43549, 2.12588, -0.12961], [-3.29922, 3.15154, 0.79105], [1.66699, -1.47743, 0.83823], [0.55415, -0.87775, 2.43636], [-0.37953, 0.84465, 1.85786], [1.56672, -0.57649, 3.90162], [1.66387, -1.55644, 4.88971], [2.50981, -1.34872, 5.96659], [3.24879, -0.17685, 6.05834], [3.12041, 0.80970, 5.08911], [2.27944, 0.61744, 4.00721], [-0.65494, -2.12912, 2.90767], [-1.66864, -1.73108, 3.77620], [-2.56381, -2.67445, 4.24884], [-2.42980, -4.00456, 3.86932], [-1.41324, -4.39565, 3.01026], [-0.52126, -3.45516, 2.51717], [1.08641, -2.46935, 4.82496], [2.59108, -2.10750, 6.73313], [3.92533, -0.03039, 6.88959], [3.67669, 1.73409, 5.16857], [2.18407, 1.37981, 3.24807], [-1.75315, -0.69310, 4.07947], [-3.35941, -2.37213, 4.91606], [-3.12421, -4.73985, 4.25338], [-1.31025, -5.43216, 2.71963], [0.26662, -3.74201, 1.83144], [4.51268, 3.05777, 1.88128], [4.19328, 3.54731, 0.67630], [5.23449, 3.40941, -0.12113], [3.84596, 4.80097, 0.82676], [2.74842, 2.47342, 0.11450], [2.91785, 1.26205, 0.91638], [1.52772, 3.16965, 0.45406], [2.75380, 1.99553, -1.41504], [2.74025, 3.25886, -2.43305], [3.17609, 4.40558, -1.69710], [3.29337, 2.95087, -3.70019], [0.92408, 3.62668, -2.80193], [0.11497, 3.02808, -1.91329], [0.57927, 3.18126, -4.00231], [0.71705, 4.92519, -2.74083]],
  "nbo_charge": [1.00, -0.75, 0.24, -0.28, -0.13, -0.37, -0.14, -0.27, 2.30, -0.97, -0.92, -0.71, 0.51, -0.46, 0.10, -0.30, 0.10, -0.48, 0.40, 0.40, 0.23, 0.25, 0.25, 0.22, 0.21, 0.24, 0.21, 0.06, 1.11, -0.08, -0.36, -0.20, -0.20, -0.15, -0.19, -0.19, -0.34, -0.20, -0.20, -0.17, -0.19, -0.20, 0.23, 0.23, 0.23, 0.23, 0.24, 0.22, 0.23, 0.23, 0.23, 0.23, -0.31, 0.80, -0.28, -0.27, 2.13, -0.89, -0.92, -1.20, 2.23, -0.94, -0.87, 0.73, -0.33, -0.30, -0.29],
  "gap_ha": [0.1370, 0.1369],
  "multiplicity": 1,
  "total_charge": 1,
  "lumo_ev": [-7.1, -7.1],
  "total_energy_ha": -4710.19370
}

=====

2.
{
  "formula": "C24H19MgN6O2",
  "method": "ωB97M-V with the def2-TZVPD basis set",
  "elements": ["Mg", "C", "N", "C", "C", "N", "C", "C", "C", "C", "C", "C", "N", "C", "N", "C", "C", "C", "C", "C", "C", "N", "H", "H", "H", "H", "H", "H", "H", "H", "H", "H", "H", "H", "H", "H", "H", "O", "C", "N", "C", "O", "C", "C", "C", "C", "C", "C", "H", "H", "H", "H"],
  "positions_angstrom": [[10.28593, 7.03296, 6.31919], [11.56133, 6.46114, 9.01772], [10.31486, 5.98469, 8.36694], [9.05853, 6.40837, 8.98953], [8.05098, 6.76123, 7.90916], [8.18453, 6.63928, 6.60836], [7.09196, 7.29007, 6.01320], [6.85726, 7.58128, 4.64881], [6.14092, 8.75276, 4.42298], [5.61772, 9.51033, 5.49603], [5.54419, 9.03435, 6.76693], [6.30943, 7.91116, 7.02367], [6.90374, 7.44890, 8.21742], [12.56346, 6.83585, 7.93490], [12.40140, 6.74207, 6.62202], [13.53885, 7.31774, 6.05021], [13.77410, 7.59166, 4.67172], [14.50530, 8.76011, 4.46216], [15.05932, 9.51674, 5.51347], [15.13354, 9.01204, 6.79931], [14.33261, 7.89600, 7.06538], [13.71354, 7.47289, 8.24730], [12.01002, 5.77662, 9.75643], [11.39396, 7.43537, 9.47150], [10.36033, 4.97380, 8.31073], [9.24744, 7.34240, 9.51904], [8.59467, 5.68962, 9.68765], [7.27462, 6.96708, 3.86365], [5.94289, 9.15224, 3.41168], [5.33326, 10.54698, 5.25152], [5.02273, 9.52414, 7.59751], [6.59367, 7.65805, 9.18314], [13.34308, 6.99796, 3.87836], [14.67874, 9.08882, 3.42320], [15.42317, 10.52677, 5.24976], [15.67216, 9.56446, 7.58114], [14.15025, 7.59406, 9.17320], [10.27504, 9.76285, 9.57033], [10.26381, 9.85734, 8.33437], [10.28803, 8.84042, 7.38768], [10.25505, 9.34642, 6.10694], [10.31267, 8.61686, 5.04791], [10.28926, 10.77930, 6.19704], [10.31207, 11.75282, 5.22708], [10.38132, 13.07480, 5.63907], [10.41761, 13.42509, 6.97876], [10.29013, 12.44343, 7.95474], [10.23032, 11.13019, 7.56840], [10.25784, 11.44465, 4.18164], [10.44932, 13.84679, 4.84193], [10.51925, 14.49769, 7.26421], [10.23284, 12.76010, 9.01714]],
  "nbo_charge": [1.77, -0.29, -0.69, -0.29, 0.43, -0.65, 0.09, -0.20, -0.21, -0.19, -0.23, 0.11, -0.53, 0.43, -0.66, 0.10, -0.21, -0.20, -0.20, -0.24, 0.14, -0.54, 0.23, 0.26, 0.40, 0.26, 0.23, 0.23, 0.24, 0.23, 0.23, 0.44, 0.23, 0.23, 0.23, 0.23, 0.44, -0.58, 0.68, -0.86, 0.62, -0.75, -0.10, -0.17, -0.19, -0.18, -0.16, -0.14, 0.24, 0.23, 0.24, 0.24],
  "gap_ha": 0.3052,
  "multiplicity": 1,
  "total_charge": 1,
  "lumo_ev": -3.1,
  "total_energy_ha": -1605.05555
}

=====

3.
{
  "formula": "C24H19N6O6S4SbTi",
  "method": "ωB97M-V with the def2-TZVPD basis set",
  "elements": ["Ti", "O", "N", "O", "C", "C", "C", "C", "C", "C", "N", "C", "C", "N", "C", "C", "C", "C", "H", "H", "H", "H", "H", "H", "H", "S", "Sb", "S", "S", "S", "C", "C", "C", "C", "N", "N", "C", "H", "H", "H", "H", "H", "H", "H", "H", "O", "C", "O", "C", "C", "C", "C", "C", "C", "N", "O", "O", "H", "H", "H", "H"],
  "positions_angstrom": [[-0.16771, 1.46613, 0.92642], [1.17899, -5.22456, -0.38109], [2.05633, -4.34747, -0.50778], [2.88862, -4.45792, -1.43551], [2.15174, -3.21270, 0.35783], [3.24770, -2.43579, 0.15910], [3.18683, -1.09603, 0.54068], [4.28343, -0.23845, 0.30229], [4.15514, 1.08221, 0.72855], [2.91298, 1.52625, 1.14693], [1.84379, 0.81043, 1.23874], [1.94016, -0.53188, 0.93235], [0.82740, -1.35701, 1.13376], [-0.34928, -0.65979, 1.36993], [-1.44051, -1.43492, 1.31502], [-1.42724, -2.84214, 1.29172], [-0.23865, -3.52176, 1.21853], [0.92380, -2.77338, 0.92200], [4.14208, -2.90215, -0.32045], [5.16317, -0.63582, -0.20048], [4.95139, 1.83298, 0.69324], [2.76761, 2.57432, 1.36973], [-2.43195, -1.02027, 1.49839], [-2.37067, -3.34351, 1.34202], [-0.23920, -4.57401, 1.10040], [-1.62675, 5.50603, 3.10769], [0.24326, 4.27584, 2.69209], [0.08692, 1.95316, 3.37128], [0.54196, 3.88903, 0.41268], [2.34296, 4.87748, 3.40123], [-4.84497, 2.70384, 3.59922], [-3.96971, 2.52124, 2.38949], [-4.08195, 3.13802, 1.14227], [-2.97184, 2.79369, 0.38410], [-2.17260, 1.95864, 1.18059], [-2.81887, 1.79806, 2.38895], [-2.64026, 3.22630, -1.04599], [-5.80437, 3.08655, 3.23403], [-4.39410, 3.43404, 4.31330], [-5.05392, 1.69840, 4.05224], [-4.90826, 3.71838, 0.79816], [-2.24139, 1.62469, 3.24673], [-3.48968, 3.67970, -1.56205], [-2.32394, 2.33825, -1.60702], [-1.81904, 4.01076, -1.02160], [-2.09802, -0.04865, -1.63384], [-0.87925, 0.03885, -1.65106], [-0.20422, 0.98819, -0.95447], [-0.08635, -0.87524, -2.55723], [-0.82779, -1.59728, -3.51626], [-0.22455, -2.50435, -4.42785], [1.16507, -2.67384, -4.46232], [1.88898, -2.01156, -3.43628], [1.31213, -1.06866, -2.50951], [3.31847, -2.20185, -3.46254], [3.73113, -3.05391, -4.22570], [4.00432, -1.47570, -2.76193], [-1.91018, -1.45982, -3.53350], [-0.88173, -3.07780, -5.07610], [1.63698, -3.35078, -5.19383], [2.04556, -0.54244, -1.81728]],
  "nbo_charge": [1.34, -0.53, 0.43, -0.54, 0.04, -0.25, -0.10, -0.13, -0.25, 0.08, -0.49, 0.14, 0.23, -0.53, 0.07, -0.28, -0.15, -0.09, 0.25, 0.22, 0.22, 0.26, 0.20, 0.21, 0.25, -0.91, 1.43, -0.82, -0.81, -0.92, -0.65, 0.21, -0.34, 0.25, -0.42, -0.36, -0.67, 0.21, 0.25, 0.21, 0.21, 0.47, 0.20, 0.25, 0.28, -0.62, 0.78, -0.82, -0.09, -0.15, -0.23, -0.20, 0.09, -0.20, 0.52, -0.39, -0.39, 0.24, 0.21, 0.25, 0.28],
  "gap_ha": [0.1665, 0.2007],
  "multiplicity": 3,
  "total_charge": -2,
  "lumo_ev": [3.5, 3.5],
  "total_energy_ha": -4388.52665
}

=====

4.
{
  "formula": "C24H20BBrMoN10S2",
  "method": "ωB97M-V with the def2-TZVPD basis set",
  "elements": ["Mo", "C", "C", "N", "N", "C", "B", "N", "C", "C", "C", "N", "N", "C", "C", "C", "N", "N", "C", "C", "C", "N", "H", "H", "H", "H", "H", "H", "H", "H", "H", "H", "H", "H", "S", "C", "N", "C", "C", "C", "C", "C", "C", "S", "H", "H", "H", "H", "Br", "C", "C", "C", "N", "C", "C", "H", "H", "H", "H"],
  "positions_angstrom": [[-0.02427, -0.34183, -0.70633], [-2.58103, -0.38742, 2.67756], [-2.14524, 0.15192, 1.49672], [-1.19392, -0.65390, 0.94718], [-1.02906, -1.71078, 1.79684], [-1.85269, -1.56770, 2.82887], [0.04148, -2.79396, 1.48504], [1.41213, -2.04398, 1.42232], [2.54836, -2.12009, 2.11361], [3.48296, -1.23956, 1.57453], [2.81871, -0.61188, 0.54846], [1.55307, -1.09716, 0.45638], [-0.21646, -3.28785, 0.02770], [-0.19977, -4.55393, -0.38706], [-0.10509, -4.57418, -1.77157], [-0.06305, -3.24862, -2.14106], [-0.16040, -2.45511, -1.04555], [0.00581, -3.94006, 2.41784], [0.95425, -4.89047, 2.72170], [0.32820, -5.90658, 3.36386], [-1.02909, -5.50677, 3.41762], [-1.23644, -4.34670, 2.82197], [-3.33404, 0.00314, 3.34249], [-2.47116, 1.05191, 1.00999], [-1.89437, -2.31325, 3.60726], [2.63549, -2.78162, 2.96079], [4.49582, -1.07377, 1.90380], [3.18082, 0.15145, -0.12309], [-0.24545, -5.37366, 0.31782], [-0.05911, -5.44031, -2.41125], [0.04158, -2.85113, -3.13254], [1.99151, -4.79763, 2.44227], [0.76722, -6.81216, 3.74839], [-1.85991, -6.03451, 3.86254], [0.87384, 1.84980, 0.39693], [-0.44274, 2.43533, -0.44084], [-1.21750, 1.49748, -1.02910], [-2.28527, 2.04373, -1.64721], [-3.35729, 1.36613, -2.26361], [-4.34715, 2.11655, -2.81973], [-4.31316, 3.55179, -2.78581], [-3.29916, 4.24068, -2.15480], [-2.29118, 3.49070, -1.56960], [-0.94352, 4.07041, -0.67182], [-3.41314, 0.28673, -2.24767], [-5.19208, 1.62296, -3.28418], [-5.11645, 4.10830, -3.25316], [-3.30273, 5.32263, -2.10362], [0.59584, -0.24194, -7.29329], [0.21278, -0.28945, -5.48780], [-0.97608, -0.85449, -5.02772], [-1.22188, -0.89869, -3.67514], [-0.35751, -0.38022, -2.78833], [0.78286, 0.18454, -3.24110], [1.11834, 0.24274, -4.56682], [-1.69394, -1.27381, -5.71967], [-2.11058, -1.37270, -3.28165], [1.44904, 0.61298, -2.48541], [2.04458, 0.69831, -4.88904]],
  "nbo_charge": [1.36, -0.30, 0.02, -0.32, -0.30, 0.13, 0.92, -0.30, 0.09, -0.29, 0.01, -0.35, -0.31, 0.09, -0.29, 0.01, -0.35, -0.45, -0.05, -0.30, 0.00, -0.30, 0.28, 0.22, 0.29, 0.27, 0.28, 0.24, 0.27, 0.28, 0.23, 0.23, 0.27, 0.24, 0.29, -0.15, -0.56, 0.31, -0.26, -0.11, -0.04, -0.22, -0.18, 0.64, 0.24, 0.27, 0.27, 0.28, 0.29, -0.02, -0.24, 0.07, -0.50, 0.03, -0.23, 0.28, 0.24, 0.23, 0.28],
  "gap_ha": [0.2188, 0.1398],
  "multiplicity": 4,
  "total_charge": 3,
  "lumo_ev": [-10.4, -12.5],
  "total_energy_ha": -4936.71571
}